This record from OMol25 describes the molecule C4H8N2 at a distorted geometry. The level of theory is ωB97M-V with the def2-TZVPD basis set.

F_max in eV/Å: 1.39
Electronic energy in eV: -7256.523
LUMO energy in eV: 0.87
Orbital gap in eV: 10.02
Energy above the lowest of the compared OMol25 structures with the same formula, charge and spin in kJ/mol: 130.44
SMILES string: CN(C)CC#N
HOMO energy in eV: -9.14

Each line ends with the Löwdin charge.
Cartesian coordinates (Å):
C -0.434 1.223 0.429  -0.10
H 0.935 -1.540 -0.906  0.12
H -0.455 -1.425 1.149  0.09
H 0.559 1.669 0.434  0.04
H 0.985 -0.205 -2.045  0.12
N -0.466 0.014 -0.416  -0.24
H -1.304 -1.914 -0.353  0.08
C 0.845 -0.446 -0.978  -0.17
C 1.941 0.168 -0.220  -0.22
N 2.555 0.855 0.484  0.15
H -1.139 1.992 0.102  0.08
C -1.095 -1.078 0.320  -0.13
H -0.641 0.977 1.482  0.09
H -2.047 -0.753 0.753  0.09